[1]
This record from the Open Molecules 2025 dataset describes C23H43Cl3MnN3O4Si as an isolated structure at a distorted geometry. The level of theory is ωB97M-V/def2-TZVPD.

net charge: -1
spin multiplicity: 6
E_tot: -113980.778 eV

Structure (XYZ):
```
78
Properties=species:S:1:pos:R:3:forces:R:3
C -3.7239 0.4797 0.1791 -0.01 0.51 0.08
C -3.2099 -0.8152 -0.3460 -0.31 -1.36 -0.59
H -4.5680 0.8593 -0.4077 0.17 0.01 0.14
H -2.9298 1.2422 0.2082 -0.12 -0.22 -0.03
H -4.0739 0.3470 1.2159 0.13 0.00 -0.22
C -3.8234 -1.5740 -1.2709 0.15 0.38 0.36
C -5.0566 -1.2294 -2.0359 -0.53 -0.02 -0.26
H -3.4341 -2.5663 -1.5032 0.13 0.25 0.05
H -5.4083 -0.2012 -1.8700 0.13 -0.34 -0.09
H -5.8731 -1.9161 -1.7577 0.05 0.20 -0.11
H -4.8955 -1.3725 -3.1191 -0.06 0.12 0.28
Mn 0.4919 0.5051 0.4940 0.59 -0.43 -0.39
Cl -0.0995 0.0872 2.5462 -0.56 -0.87 3.29
Cl -0.4361 2.4910 0.2202 -0.72 2.45 -0.30
C 1.5526 -2.5092 0.9753 -0.06 1.72 -0.67
O 1.7657 -1.4589 0.3299 0.39 -2.36 0.88
N 2.0579 -3.7157 0.6678 0.31 -0.50 -0.19
C 2.9633 -3.9126 -0.4620 -0.33 -0.02 0.32
C 1.7141 -4.9111 1.4313 0.03 0.18 -0.01
H 0.9119 -2.5046 1.8755 0.08 0.13 -0.25
H 3.2002 -2.9457 -0.9083 -0.08 -0.11 0.11
H 2.4825 -4.5585 -1.2124 0.17 0.14 0.15
H 3.8813 -4.3957 -0.0954 -0.15 0.09 -0.20
H 0.9657 -4.6598 2.1869 0.09 0.00 -0.14
H 2.5993 -5.3249 1.9353 -0.08 0.11 -0.10
H 1.2915 -5.6882 0.7795 0.07 0.28 0.08
H -2.0754 0.9677 -2.3861 0.32 0.05 0.05
H -1.5368 -1.3906 -3.5917 0.12 0.16 -0.02
C -1.1447 1.3309 -2.8479 0.02 -0.04 0.03
C -0.7205 -0.7888 -4.0201 0.12 0.06 0.40
N -0.2408 0.2075 -3.0702 0.08 -0.19 -0.44
H -0.6879 2.0778 -2.1906 -0.11 -0.30 -0.10
C 0.8190 -0.0642 -2.2979 0.26 0.98 1.47
O 1.2808 0.6887 -1.4005 0.13 -1.13 -3.03
H 0.1105 -1.4488 -4.2906 -0.21 0.05 -0.07
H 1.2716 -1.0615 -2.4721 -0.10 0.32 -0.12
H -1.3920 1.7571 -3.8267 0.08 0.09 0.06
H -1.1035 -0.2761 -4.9092 0.17 -0.13 0.06
O -0.9016 -0.4942 -0.3375 -1.06 -1.12 -1.45
C -1.8737 -1.2578 0.2333 0.38 0.07 0.08
C -0.9602 -3.2293 -1.1039 -0.02 -0.40 -0.04
C -1.5717 -2.7554 0.0544 -0.58 0.89 0.12
H -0.5807 -2.5148 -1.8410 -0.27 -0.20 0.35
C -0.8636 -4.6083 -1.3132 0.19 0.21 0.10
H -1.9102 -1.0445 1.3145 -0.12 -0.34 0.11
C -1.9963 -3.6317 1.0457 0.06 -0.32 -0.23
H -0.4617 -4.9829 -2.2606 -0.05 0.04 0.36
C -1.2841 -5.4944 -0.3190 -0.19 -0.07 0.07
C -1.8457 -5.0040 0.8669 0.14 -0.06 -0.09
H -2.4589 -3.2041 1.9373 0.11 -0.23 -0.17
H -1.1839 -6.5714 -0.4697 -0.06 0.26 0.03
H -2.1712 -5.6893 1.6494 0.08 0.04 -0.19
Si -0.7795 5.7848 1.0476 -0.32 0.26 0.07
Cl -2.4847 4.7833 0.3588 -0.13 0.69 0.15
C 0.2855 6.2408 -0.4346 0.06 -0.20 -0.10
C -0.0193 4.9063 2.5139 0.14 -0.17 -0.03
C -1.4322 7.4626 1.6531 -0.12 -0.16 -0.03
H 0.4343 5.3885 -1.1086 0.02 0.13 0.21
H 1.2661 6.6293 -0.1250 -0.17 -0.13 -0.02
H -0.2264 7.0430 -0.9888 0.09 -0.24 0.14
H -1.8117 8.0368 0.7999 0.04 -0.06 0.11
H -0.6500 8.0540 2.1432 -0.04 -0.08 -0.04
H -2.2607 7.3303 2.3574 0.13 0.02 -0.03
H 0.2621 3.8709 2.2770 -0.11 0.32 -0.01
H -0.7500 4.8786 3.3352 0.12 0.05 -0.19
H 0.8707 5.4472 2.8697 -0.18 -0.02 -0.08
C 4.2500 1.7286 2.9289 -0.14 0.07 0.13
N 4.4372 1.0567 1.6496 0.51 0.04 0.09
C 5.7489 0.5643 1.2608 -0.24 -0.20 -0.23
C 3.3720 0.8727 0.8641 -2.25 0.90 0.68
O 2.2476 1.3051 1.2126 3.34 -0.30 -0.43
H 5.2264 1.8059 3.4123 -0.15 0.04 -0.01
H 3.5685 1.1569 3.5754 0.10 0.22 -0.23
H 3.8304 2.7366 2.7850 0.07 -0.38 0.04
H 5.7759 -0.5369 1.2900 0.16 0.28 0.05
H 5.9792 0.8894 0.2351 0.11 -0.09 0.33
H 6.4874 0.9678 1.9594 -0.05 -0.13 -0.30
H 3.5093 0.3269 -0.0814 0.08 0.12 0.18
```
Forces are in eV/Å.

[2]
This record from the Open Molecules 2025 dataset describes a 4-piece molecular cluster, C24H31F3O6S3 overall at a distorted geometry. The level of theory is ωB97M-V/def2-TZVPD.

E_tot: -78323.046 eV

Structure (XYZ):
```
67
Properties=species:S:1:pos:R:3:forces:R:3
C -2.4134 -2.7561 -3.3851 -0.42 -0.04 -0.46
C -2.1597 -3.7476 -2.1430 0.51 0.17 -0.32
C -0.5895 -3.8237 -1.7932 3.01 -0.38 0.89
C 0.3287 -4.9039 -2.4757 1.84 1.81 1.72
C 1.8569 -5.0167 -2.2258 -1.64 2.79 1.85
C 2.5724 -4.0252 -1.2335 -4.45 0.43 -0.56
C 1.6645 -2.9695 -0.5681 -0.96 -0.90 -1.33
C 0.1135 -2.8491 -0.8247 1.30 -1.85 -1.42
C -0.7014 -1.6669 -0.0868 -1.16 -0.09 0.52
O -1.8472 -1.8253 0.4097 3.92 0.66 -1.94
C 0.0848 -0.2572 -0.0443 1.47 1.40 0.05
C -0.6419 1.0903 -0.2646 3.59 -0.80 0.77
C 0.2002 2.3937 -0.2542 1.43 -3.89 0.38
C 1.7244 2.2474 -0.0259 -1.38 -1.10 -0.13
C 2.6173 3.5863 -0.0609 -1.56 -0.79 1.69
O 3.7806 3.3994 -0.9149 -1.71 -0.22 -2.37
C 3.4259 3.1464 -2.2575 1.51 0.26 -1.18
F 3.4106 1.7519 -2.5810 -0.37 3.50 0.85
F 2.2334 3.7636 -2.6831 2.57 -1.76 1.08
F 4.4662 3.6928 -3.0794 -2.46 -1.31 1.98
C 2.4726 0.9127 0.2358 -4.07 -0.55 -0.39
C 1.6325 -0.3814 0.2252 -1.32 2.86 -0.63
C 2.2601 -1.8546 0.4360 0.59 -0.76 0.75
O 3.1034 -2.1371 1.3170 -2.52 1.28 -3.04
H -1.5489 -2.7391 -4.1369 -1.16 -0.20 1.17
H -2.6081 -1.6650 -3.0783 0.35 -1.71 -0.24
H -3.3477 -3.1335 -3.9452 1.39 0.72 0.81
H -2.7961 -3.3836 -1.2694 1.23 -0.52 -1.02
H -2.5680 -4.7883 -2.4231 0.98 1.51 0.42
H -0.1202 -5.6440 -3.2235 0.57 1.27 1.28
H 2.5231 -5.7925 -2.7522 -1.40 1.34 0.86
H 3.6955 -4.0519 -1.0384 -1.91 -0.01 -0.39
H -1.7733 1.0451 -0.4258 1.93 0.35 0.31
H -0.3334 3.3969 -0.4384 1.16 -1.78 0.40
H 2.0086 4.5250 -0.3312 0.93 -1.62 0.08
H 2.9702 3.7494 1.0260 0.03 -0.23 -1.98
H 3.5981 0.8638 0.4285 -1.89 0.21 -0.37
C -2.8656 2.9172 3.6885 0.27 -0.01 -0.15
S -3.1007 4.0888 2.3371 0.12 -0.23 0.10
O -2.6582 3.4145 1.0769 0.04 0.17 0.20
C -1.7834 5.2183 2.8376 0.12 0.06 -0.07
H -3.5668 2.0948 3.5584 0.04 0.21 0.01
H -1.8449 2.5295 3.6726 0.01 0.10 -0.15
H -3.0648 3.4129 4.6391 -0.12 -0.05 -0.11
H -0.8307 4.6863 2.8750 -0.09 -0.07 -0.02
H -2.0174 5.6396 3.8166 -0.05 -0.05 -0.05
H -1.7206 6.0230 2.1036 -0.09 -0.09 0.02
C -7.6896 2.3133 5.9802 -0.03 0.12 0.02
S -6.3599 1.3371 5.2462 0.06 0.10 0.03
O -5.1062 2.1472 5.3378 -0.57 -0.15 0.02
C -6.9573 1.4561 3.5464 0.03 0.09 -0.09
H -7.5002 2.4048 7.0503 0.07 -0.08 -0.10
H -7.7146 3.3075 5.5302 0.08 -0.06 -0.03
H -8.6431 1.8057 5.8242 0.08 -0.03 -0.01
H -7.0281 2.5040 3.2485 0.04 -0.02 0.08
H -7.9346 0.9765 3.4694 0.06 -0.02 0.06
H -6.2500 0.9411 2.8948 -0.01 0.00 0.14
C 6.4176 -3.1566 -4.6197 -0.11 0.06 -0.06
S 6.6108 -3.9467 -3.0080 -0.11 0.00 0.03
O 5.2650 -4.4479 -2.5909 0.36 0.22 -0.16
C 6.9285 -2.4245 -2.0907 -0.08 0.08 0.06
H 6.1720 -3.9251 -5.3535 0.03 -0.01 0.14
H 5.6113 -2.4219 -4.5807 0.02 -0.06 0.08
H 7.3541 -2.6729 -4.9027 -0.01 -0.06 0.06
H 6.0902 -1.7354 -2.2099 -0.01 -0.09 -0.04
H 7.8483 -1.9644 -2.4559 -0.02 -0.08 -0.01
H 7.0443 -2.6750 -1.0353 -0.02 -0.09 -0.12
```
Forces are in eV/Å.

[3]
This record from the Open Molecules 2025 dataset describes a 12-piece molecular cluster, H22NO14 overall at a distorted geometry. The level of theory is ωB97M-V/def2-TZVPD.

net charge: -1
E_tot: -30512.363 eV

Structure (XYZ):
```
37
Properties=species:S:1:pos:R:3:forces:R:3
N 0.8270 4.0430 -39.0530 0.47 1.17 2.74
O 1.0970 5.2500 -38.9210 -0.15 -0.56 -1.13
O -0.2700 3.6620 -39.4490 -1.08 0.09 -1.48
O 1.5990 3.2150 -38.5460 0.79 -0.34 -0.22
O -0.9640 4.9140 -36.6080 0.80 0.18 1.01
H -0.4210 4.2870 -36.0840 -0.42 0.24 -0.44
H -1.6470 4.4290 -37.0570 -0.51 -0.56 -0.08
O 1.9320 0.7840 -39.3170 -1.06 -0.41 0.26
H 2.7960 0.9000 -39.6620 1.49 -0.14 -0.61
H 1.6840 1.7130 -39.1460 -0.25 0.30 0.11
O 0.9720 3.3100 -35.5270 1.30 1.10 1.32
H 0.4340 2.6850 -35.9680 -1.27 -1.53 -1.01
H 1.8070 3.2470 -35.9980 0.17 0.12 -0.15
O 0.8530 6.8260 -36.1270 -0.62 -0.68 -0.10
H 1.6390 6.4830 -35.7190 0.48 -0.21 0.38
H 0.2840 6.0210 -36.2880 0.42 1.40 -0.07
O -2.7500 3.5850 -38.1820 -0.82 0.46 -0.12
H -3.1330 4.4130 -38.5030 -0.34 -0.19 0.18
H -1.9280 3.5880 -38.6730 0.78 -0.29 -0.43
O -0.7270 1.7640 -37.0220 -0.49 0.15 -1.20
H -1.6810 1.6480 -36.9690 -0.18 -0.10 0.67
H -0.7100 1.9110 -38.0050 0.72 -0.46 0.84
O 4.4750 3.2330 -39.1940 2.96 1.51 -3.34
H 4.6990 4.1840 -39.4380 -0.19 -1.79 0.12
H 3.9190 3.4190 -38.5090 -2.80 0.27 3.16
O 3.5020 6.3990 -38.0890 0.03 -0.52 0.09
H 2.6690 5.9280 -38.2770 -0.07 0.28 -0.35
H 3.5700 6.2470 -37.1440 0.25 0.24 0.17
O -0.7170 7.1830 -38.4080 0.03 -0.61 -0.61
H -1.5980 6.9990 -38.7260 -0.56 0.26 -0.06
H -0.2740 6.3290 -38.6310 0.14 0.91 0.41
O 2.7550 0.7870 -36.6520 0.08 0.17 -0.09
H 2.2260 0.8660 -37.4720 0.22 -0.31 0.41
H 2.1490 0.8300 -35.9090 -0.19 0.01 -0.08
O -0.8330 0.9630 -39.7240 -0.62 0.37 -0.23
H 0.0210 0.5190 -39.6580 0.22 0.20 -0.16
H -0.6670 1.8850 -40.0090 0.27 -0.73 0.08
```
Forces are in eV/Å.

[4]
This record from the Open Molecules 2025 dataset describes an isolated ion of composition C6H6F3N2O2 and charge +1 at a distorted geometry. The level of theory is ωB97M-V/def2-TZVPD.

net charge: +1
E_tot: -21539.007 eV
SMILES: [NH2+]=c1cc[nH]c(OC(F)(F)F)c1O

Structure (XYZ):
```
19
Properties=species:S:1:pos:R:3:forces:R:3
N 1.2019 -0.3029 -1.5842 -2.80 -1.76 -0.50
C 0.4037 -0.2237 -0.5148 -1.16 0.04 -1.02
C 0.7875 0.4667 0.6381 1.85 -0.92 -0.72
C -0.0194 0.5013 1.7046 1.39 0.67 2.33
N -1.2857 0.1038 1.6309 1.58 0.58 -1.83
C -1.7155 -0.3500 0.4709 -5.08 -2.89 -2.20
O -3.3566 -0.8020 0.3717 5.00 0.07 0.86
C -4.0867 0.2609 0.0032 1.34 2.51 1.86
F -3.5816 0.8633 -1.0433 1.14 1.00 -0.99
F -4.1511 1.1953 1.0503 0.52 -0.86 -0.97
F -5.2660 -0.0413 -0.2857 -3.18 -1.64 -0.27
C -0.9652 -0.7855 -0.5763 2.49 2.03 1.40
O -1.2707 -1.5330 -1.6092 -2.75 -0.59 0.24
H 2.1494 0.0086 -1.4207 0.06 -0.32 -1.10
H 0.7069 -0.8540 -2.3888 2.40 1.45 1.53
H 1.8730 0.6800 0.7219 -1.00 0.29 0.17
H 0.4506 0.7836 2.6725 -1.11 -0.06 -0.63
H -1.8784 0.0905 2.3702 -2.21 0.22 2.85
H -2.2167 -1.8400 -1.4025 1.53 0.18 -1.00
```
Forces are in eV/Å.